{
  "formula": "C38H57N2O6P2ReSi",
  "method": "ωB97M-V with the def2-TZVPD basis set",
  "species": ["Re", "O", "C", "C", "C", "C", "C", "C", "C", "N", "C", "C", "N", "C", "C", "C", "C", "C", "C", "C", "O", "H", "H", "H", "H", "H", "H", "H", "H", "H", "H", "H", "H", "H", "H", "C", "P", "C", "C", "C", "C", "C", "C", "C", "P", "C", "C", "H", "H", "H", "H", "H", "H", "H", "H", "H", "H", "H", "H", "H", "H", "H", "H", "C", "C", "C", "C", "O", "Si", "O", "O", "C", "C", "C", "C", "O", "C", "C", "C", "C", "H", "H", "H", "H", "H", "H", "H", "H", "H", "H", "H", "H", "H", "H", "H", "H", "H", "H", "H", "H", "H", "H", "H", "H", "H", "H", "H"],
  "xyz": [[0.869, 0.684, 0.325], [-0.579, 2.104, 0.453], [-1.062, 2.729, 1.517], [-2.087, 3.667, 1.310], [-2.608, 4.397, 2.350], [-2.143, 4.226, 3.664], [-1.171, 3.293, 3.894], [-0.615, 2.525, 2.843], [0.321, 1.512, 3.211], [0.953, 0.699, 2.426], [1.807, -0.358, 3.007], [1.632, -1.555, 2.102], [2.027, -1.103, 0.749], [2.741, -1.919, 0.040], [3.358, -1.684, -1.220], [3.709, -2.766, -2.053], [4.359, -2.555, -3.239], [4.719, -1.240, -3.594], [4.427, -0.169, -2.783], [3.738, -0.355, -1.556], [3.474, 0.612, -0.750], [-2.445, 3.794, 0.294], [-3.396, 5.117, 2.153], [-2.554, 4.807, 4.478], [-0.807, 3.122, 4.903], [0.486, 1.396, 4.283], [1.518, -0.586, 4.031], [2.848, -0.027, 2.994], [0.579, -1.831, 2.114], [2.231, -2.401, 2.434], [2.882, -2.920, 0.454], [3.428, -3.774, -1.759], [4.610, -3.385, -3.888], [5.256, -1.072, -4.522], [4.725, 0.840, -3.049], [1.044, -0.323, -3.214], [0.877, 1.097, -2.105], [-0.628, 1.924, -2.696], [2.174, 2.287, -2.559], [2.505, 2.512, -3.892], [3.487, 3.434, -4.221], [4.128, 4.148, -3.219], [3.788, 3.942, -1.889], [2.816, 3.006, -1.555], [2.351, 2.678, 0.169], [3.757, 2.900, 1.290], [1.443, 4.233, 0.529], [0.847, -0.022, -4.241], [0.305, -1.065, -2.909], [2.039, -0.759, -3.134], [-0.493, 2.187, -3.744], [-0.812, 2.820, -2.104], [-1.478, 1.253, -2.590], [2.006, 1.960, -4.681], [3.752, 3.592, -5.259], [4.901, 4.864, -3.471], [4.294, 4.508, -1.114], [4.271, 3.830, 1.048], [4.443, 2.060, 1.222], [3.359, 2.984, 2.303], [2.104, 5.079, 0.337], [1.124, 4.261, 1.573], [0.562, 4.321, -0.106], [-3.227, -0.144, 3.092], [-2.607, -1.536, 3.207], [-3.691, -2.590, 3.380], [-1.656, -1.569, 4.395], [-1.819, -1.900, 2.055], [-1.846, -1.628, 0.441], [-0.567, -0.694, 0.067], [-3.303, -1.019, 0.049], [-3.863, -0.493, -1.166], [-3.200, -1.111, -2.397], [-3.681, 1.024, -1.142], [-5.341, -0.850, -1.145], [-1.763, -3.057, -0.331], [-0.819, -4.122, -0.449], [-0.269, -4.493, 0.927], [-1.570, -5.299, -1.049], [0.314, -3.695, -1.373], [-3.689, 0.137, 4.043], [-3.981, -0.117, 2.308], [-2.454, 0.596, 2.848], [-4.305, -2.365, 4.256], [-3.241, -3.578, 3.513], [-4.335, -2.613, 2.496], [-2.208, -1.427, 5.326], [-0.921, -0.763, 4.306], [-1.133, -2.528, 4.438], [-2.119, -0.922, -2.386], [-3.629, -0.687, -3.308], [-3.345, -2.194, -2.403], [-2.643, 1.262, -0.901], [-4.321, 1.468, -0.374], [-3.941, 1.465, -2.108], [-5.462, -1.937, -1.120], [-5.844, -0.457, -2.033], [-5.815, -0.428, -0.256], [-1.093, -4.645, 1.628], [0.362, -3.685, 1.317], [0.325, -5.407, 0.869], [-2.387, -5.599, -0.388], [-0.898, -6.150, -1.190], [-1.992, -5.018, -2.017], [0.765, -2.772, -1.000], [-0.068, -3.521, -2.384], [1.082, -4.473, -1.426]],
  "homo_energy_ev": [-10.05, -10.04],
  "lumo_energy_ev": [-2.88, -4.13],
  "s2": 3.77,
  "largest_force_ev_per_a": 1.15,
  "homo_lumo_gap_ha": [0.26348, 0.21737],
  "total_charge": 1,
  "spin_multiplicity": 4
}



{
  "formula": "C38H61FN8",
  "method": "ωB97M-V with the def2-TZVPD basis set",
  "species": ["F", "C", "C", "C", "C", "C", "C", "H", "H", "H", "H", "H", "C", "C", "C", "C", "N", "H", "H", "H", "H", "H", "H", "H", "C", "C", "C", "C", "N", "H", "H", "H", "H", "H", "H", "H", "C", "C", "C", "C", "N", "H", "H", "H", "H", "H", "H", "H", "C", "C", "C", "C", "N", "H", "H", "H", "H", "H", "H", "H", "C", "C", "C", "C", "N", "H", "H", "H", "H", "H", "H", "H", "C", "C", "C", "C", "N", "H", "H", "H", "H", "H", "H", "H", "C", "C", "C", "C", "N", "H", "H", "H", "H", "H", "H", "H", "C", "C", "C", "C", "N", "H", "H", "H", "H", "H", "H", "H"],
  "xyz": [[21.828, -14.280, -5.067], [21.540, -13.522, -6.074], [20.598, -12.486, -5.928], [20.345, -11.565, -6.966], [20.932, -11.793, -8.198], [21.848, -12.819, -8.327], [22.133, -13.689, -7.266], [20.204, -12.406, -4.926], [19.743, -10.676, -6.846], [20.868, -11.013, -8.942], [22.244, -12.876, -9.330], [22.753, -14.550, -7.466], [18.518, -5.685, -12.698], [17.772, -6.658, -13.631], [16.374, -7.131, -13.136], [15.399, -6.128, -12.846], [14.563, -5.308, -12.609], [18.653, -6.094, -11.697], [17.961, -4.748, -12.680], [19.487, -5.347, -13.067], [18.479, -7.444, -13.899], [17.577, -6.150, -14.576], [16.396, -7.868, -12.333], [16.039, -7.704, -14.001], [8.112, -5.986, -17.320], [8.519, -6.946, -18.444], [8.658, -8.400, -18.021], [9.931, -8.639, -17.249], [10.975, -8.884, -16.737], [8.778, -6.048, -16.459], [7.129, -6.214, -16.907], [7.837, -4.955, -17.541], [9.469, -6.621, -18.867], [7.750, -6.877, -19.214], [8.690, -8.970, -18.950], [7.861, -8.710, -17.345], [15.578, -5.586, -6.800], [14.690, -4.337, -6.551], [15.428, -3.035, -6.407], [16.303, -3.095, -5.238], [16.949, -3.123, -4.320], [16.229, -5.397, -7.654], [14.955, -6.478, -6.872], [16.348, -5.643, -6.030], [14.096, -4.563, -5.665], [13.938, -4.257, -7.335], [14.789, -2.172, -6.221], [15.925, -2.818, -7.352], [24.427, -9.208, -15.468], [25.251, -8.202, -16.285], [25.534, -8.581, -17.710], [26.418, -9.748, -17.877], [27.031, -10.729, -17.913], [23.541, -9.348, -16.088], [24.059, -8.773, -14.539], [24.964, -10.142, -15.302], [26.088, -7.690, -15.809], [24.584, -7.344, -16.367], [26.076, -7.780, -18.213], [24.634, -8.818, -18.276], [14.695, -13.232, -9.461], [14.681, -13.722, -7.993], [13.347, -14.290, -7.471], [12.208, -13.644, -7.950], [11.239, -13.047, -8.216], [14.553, -13.996, -10.226], [15.656, -12.749, -9.643], [13.965, -12.428, -9.559], [14.876, -12.858, -7.359], [15.488, -14.432, -7.810], [13.167, -14.184, -6.401], [13.201, -15.352, -7.670], [18.964, -8.566, -19.766], [17.577, -9.270, -19.720], [17.534, -10.704, -20.128], [16.123, -11.264, -20.196], [15.083, -11.739, -20.204], [18.970, -7.763, -19.029], [19.113, -7.994, -20.682], [19.811, -9.249, -19.701], [16.844, -8.687, -20.277], [17.213, -9.157, -18.699], [17.953, -11.434, -19.435], [18.051, -10.819, -21.081], [10.339, 2.647, -12.488], [10.126, 1.979, -13.771], [11.282, 1.019, -14.341], [12.647, 1.538, -14.417], [13.656, 1.985, -14.551], [9.614, 3.445, -12.326], [11.322, 3.116, -12.453], [10.256, 1.852, -11.747], [9.888, 2.596, -14.637], [9.237, 1.353, -13.693], [11.014, 0.884, -15.389], [11.214, 0.085, -13.783], [25.009, -2.147, -11.964], [24.958, -0.949, -11.000], [25.276, -1.253, -9.521], [26.600, -1.855, -9.389], [27.658, -2.333, -9.322], [24.504, -3.000, -11.510], [26.066, -2.352, -12.133], [24.633, -1.965, -12.971], [23.909, -0.660, -11.070], [25.632, -0.174, -11.365], [24.523, -1.949, -9.153], [25.104, -0.443, -8.812]],
  "homo_energy_ev": -9.48,
  "lumo_energy_ev": -0.06,
  "largest_force_ev_per_a": 5.96,
  "homo_lumo_gap_ha": 0.34611,
  "spin_multiplicity": 1
}



{
  "formula": "C38H61FeN4P",
  "method": "ωB97M-V with the def2-TZVPD basis set",
  "species": ["Fe", "C", "C", "C", "C", "C", "C", "C", "C", "N", "C", "C", "C", "C", "N", "C", "C", "C", "C", "C", "C", "C", "C", "H", "H", "H", "H", "H", "H", "H", "H", "H", "H", "H", "H", "H", "H", "H", "H", "H", "H", "H", "H", "H", "H", "H", "H", "N", "N", "H", "H", "H", "H", "C", "C", "C", "C", "C", "C", "P", "C", "C", "C", "C", "C", "C", "C", "C", "C", "C", "C", "C", "H", "H", "H", "H", "H", "H", "H", "H", "H", "H", "H", "H", "H", "H", "H", "H", "H", "H", "H", "H", "H", "H", "H", "H", "H", "H", "H", "H", "H", "H", "H", "H", "H"],
  "xyz": [[0.820, 0.671, 0.541], [-2.480, 2.207, -0.102], [-2.049, 3.145, 0.982], [-2.975, 3.764, 1.782], [-2.568, 4.669, 2.777], [-1.205, 4.962, 2.973], [-0.237, 4.390, 2.188], [1.212, 4.712, 2.399], [-0.663, 3.482, 1.160], [0.283, 2.910, 0.319], [0.884, 3.563, -0.611], [0.519, 4.948, -1.020], [1.991, 2.868, -1.338], [2.886, 3.700, -2.195], [2.129, 1.611, -1.135], [3.118, 0.859, -1.815], [3.112, 0.737, -3.213], [2.001, 1.274, -4.073], [4.176, 0.067, -3.812], [5.193, -0.490, -3.059], [5.147, -0.416, -1.672], [4.106, 0.233, -1.037], [4.014, 0.282, 0.464], [-3.480, 1.835, 0.104], [-1.793, 1.366, -0.198], [-2.511, 2.725, -1.066], [-4.028, 3.570, 1.627], [-3.314, 5.136, 3.408], [-0.908, 5.657, 3.748], [1.412, 4.903, 3.452], [1.485, 5.627, 1.866], [1.860, 3.910, 2.050], [-0.297, 5.340, -0.416], [0.207, 4.949, -2.068], [1.370, 5.626, -0.946], [3.294, 4.531, -1.614], [2.332, 4.137, -3.029], [3.712, 3.116, -2.590], [1.127, 1.574, -3.496], [1.696, 0.515, -4.792], [2.343, 2.131, -4.657], [4.199, -0.008, -4.892], [6.009, -1.008, -3.544], [5.938, -0.867, -1.087], [4.811, -0.306, 0.915], [3.046, -0.143, 0.778], [4.089, 1.304, 0.841], [1.688, -0.266, 2.795], [1.656, 1.178, 2.704], [1.410, -0.582, 3.721], [2.646, -0.573, 2.665], [2.491, 1.605, 3.097], [0.873, 1.515, 3.255], [-4.446, -2.516, -2.394], [-4.711, -1.864, -1.024], [-3.506, -1.048, -0.542], [-2.248, -1.877, -0.818], [-1.986, -1.912, -2.336], [-3.304, -1.827, -3.133], [-0.756, -1.364, 0.158], [0.593, -2.592, -0.207], [0.169, -4.073, -0.240], [1.125, -4.901, -1.115], [2.557, -4.389, -0.998], [2.675, -2.971, -1.584], [1.349, -2.201, -1.487], [-1.145, -1.679, 1.954], [-2.019, -2.907, 2.316], [-3.322, -2.518, 3.015], [-3.071, -1.686, 4.277], [-1.946, -0.647, 4.092], [-1.682, -0.395, 2.609], [-5.350, -2.498, -3.001], [-4.201, -3.575, -2.270], [-4.947, -2.633, -0.285], [-5.587, -1.215, -1.072], [-3.626, -0.818, 0.518], [-3.443, -0.105, -1.091], [-2.446, -2.892, -0.463], [-1.482, -2.844, -2.599], [-1.338, -1.081, -2.633], [-3.158, -2.279, -4.113], [-3.568, -0.781, -3.304], [1.294, -2.445, 0.629], [-0.842, -4.192, -0.630], [0.176, -4.467, 0.778], [0.816, -4.850, -2.162], [1.066, -5.946, -0.813], [3.237, -5.060, -1.521], [2.856, -4.398, 0.054], [2.970, -3.029, -2.633], [3.463, -2.421, -1.064], [0.732, -2.419, -2.360], [1.544, -1.118, -1.494], [-0.148, -1.842, 2.366], [-1.446, -3.535, 3.002], [-2.238, -3.522, 1.444], [-3.854, -3.429, 3.289], [-3.976, -1.978, 2.325], [-2.811, -2.348, 5.103], [-3.998, -1.189, 4.564], [-1.024, -1.011, 4.559], [-2.212, 0.287, 4.592], [-0.950, 0.422, 2.473], [-2.610, -0.068, 2.134]],
  "homo_energy_ev": [-16.20, -16.21],
  "lumo_energy_ev": [-9.46, -12.41],
  "s2": 8.78,
  "largest_force_ev_per_a": 1.40,
  "homo_lumo_gap_ha": [0.24771, 0.13958],
  "total_charge": 3,
  "spin_multiplicity": 6
}



| no. | calculated total energy (eV) |
| --- | --- |
| 1 | -84184.7729 |
| 2 | -55028.4941 |
| 3 | -90007.0900 |